# 1
{
  "formula": "C51H127N9O",
  "method": "ωB97M-V/def2-TZVPD",
  "energy_ha": -2586.79007,
  "e_lumo_ev": [-2.210, -6.470],
  "homo_lumo_gap_ev": [7.53, 3.27],
  "homo_energy_ev": [-9.7, -9.7],
  "charge": 1,
  "multiplicity": 2,
  "symbols": ["O", "N", "N", "N", "N", "N", "N", "N", "N", "N", "C", "C", "C", "C", "C", "C", "C", "C", "C", "C", "C", "C", "C", "C", "C", "C", "C", "C", "C", "C", "C", "C", "C", "C", "C", "C", "C", "C", "C", "C", "C", "C", "C", "C", "C", "C", "C", "C", "C", "C", "C", "C", "C", "C", "C", "C", "C", "C", "C", "C", "C", "H", "H", "H", "H", "H", "H", "H", "H", "H", "H", "H", "H", "H", "H", "H", "H", "H", "H", "H", "H", "H", "H", "H", "H", "H", "H", "H", "H", "H", "H", "H", "H", "H", "H", "H", "H", "H", "H", "H", "H", "H", "H", "H", "H", "H", "H", "H", "H", "H", "H", "H", "H", "H", "H", "H", "H", "H", "H", "H", "H", "H", "H", "H", "H", "H", "H", "H", "H", "H", "H", "H", "H", "H", "H", "H", "H", "H", "H", "H", "H", "H", "H", "H", "H", "H", "H", "H", "H", "H", "H", "H", "H", "H", "H", "H", "H", "H", "H", "H", "H", "H", "H", "H", "H", "H", "H", "H", "H", "H", "H", "H", "H", "H", "H", "H", "H", "H", "H", "H", "H", "H", "H", "H", "H", "H", "H", "H"],
  "coordinates": [[-0.629, 0.943, 0.522], [3.140, -1.158, 4.370], [-4.708, 0.658, 0.275], [2.369, 3.057, -2.244], [0.824, -0.773, 0.112], [4.094, -4.452, -3.451], [-1.718, 6.632, -0.892], [-0.187, -6.905, 1.581], [-1.548, -0.359, -6.616], [-2.068, 2.049, 7.175], [-0.618, -4.997, -0.003], [-2.200, 7.968, -2.952], [-4.736, 1.943, 7.047], [5.536, -4.715, -3.339], [-2.614, 8.150, 0.869], [4.683, 3.139, -1.380], [-0.253, -0.274, -7.224], [-1.806, 4.351, 7.890], [4.356, -1.332, 2.235], [3.607, 1.173, 4.954], [-1.914, 5.264, -1.445], [1.630, -7.425, 3.212], [-5.993, 1.233, -1.871], [3.656, -3.460, -4.385], [3.704, -4.146, -5.768], [-1.525, -0.088, -5.201], [-4.238, -1.270, -0.995], [0.740, -1.205, -6.646], [1.271, 0.645, 1.996], [0.303, -5.619, 1.093], [1.695, 3.645, -1.075], [-1.243, 7.652, -1.801], [-3.367, 1.726, 7.859], [-2.060, 1.208, 6.042], [2.608, 0.717, -3.315], [-5.328, 1.641, 2.534], [-0.454, -9.325, 0.894], [-1.804, 4.319, -0.361], [-2.340, 0.622, -7.299], [3.612, -2.804, -1.661], [-4.135, 1.281, 1.539], [4.472, -1.426, 3.777], [3.450, -4.289, -2.147], [3.167, -0.217, 5.511], [-3.636, -0.066, -0.288], [0.427, 0.281, 0.810], [1.847, 5.139, -0.864], [-0.733, 1.209, 5.211], [1.101, -2.478, 4.901], [0.134, -7.181, 3.042], [-2.910, -0.054, -4.523], [2.631, -2.431, 4.816], [-2.038, 3.509, 6.691], [3.713, 3.573, -2.518], [0.259, -7.984, 0.629], [-5.311, 1.720, -0.565], [2.109, 1.612, -2.265], [5.631, -6.266, -3.462], [-2.966, 7.104, -0.179], [-2.912, 0.004, -8.630], [0.123, -1.216, -1.091], [-3.103, 1.054, -6.652], [4.993, -1.978, 1.631], [4.232, 3.247, -0.394], [4.679, 1.236, 4.771], [-4.508, -1.142, -2.043], [-0.272, 2.122, 4.834], [1.325, -8.195, 0.710], [5.592, 3.711, -1.567], [6.686, -6.542, -3.449], [-5.111, 1.058, -2.487], [-6.626, 1.936, -2.412], [-3.550, 2.186, 1.376], [-0.563, -7.961, 3.348], [-2.175, 0.181, 6.389], [4.490, -0.280, 1.984], [-0.295, 7.347, -2.245], [3.694, 4.651, -2.673], [-0.747, 4.459, 8.122], [2.256, 0.895, 1.602], [-6.616, 0.357, -1.687], [5.946, -4.144, -4.171], [1.640, -1.300, 0.389], [-0.140, -0.480, -8.289], [2.411, 1.014, -4.345], [5.252, -0.829, 4.248], [1.883, -8.338, 2.673], [3.383, -1.751, 1.981], [-0.011, 0.716, 5.862], [-0.973, -5.656, -0.795], [1.916, -7.619, 4.246], [-0.317, -0.376, -1.628], [5.270, -6.858, -2.621], [-1.530, -4.556, 0.400], [2.448, 1.295, -1.279], [-3.473, -2.018, -0.789], [-1.810, 1.553, -7.504], [2.161, -0.084, 5.910], [-2.966, -0.520, 0.443], [6.164, -4.378, -2.513], [-5.069, -1.544, -0.345], [2.043, -0.213, -3.256], [0.669, 3.281, -1.033], [-3.427, 6.245, 0.308], [-2.965, 3.729, 6.161], [1.318, -5.800, 0.741], [-2.878, 5.212, -1.951], [1.434, -0.289, 2.535], [5.276, -6.631, -4.426], [-2.771, 4.290, 0.140], [-0.062, -9.755, 1.816], [3.128, -3.244, 4.286], [4.896, -2.427, 3.857], [-1.925, 7.660, 1.557], [1.033, 1.434, -2.241], [2.998, 1.598, 4.156], [4.703, -4.514, -6.000], [2.271, -6.641, 2.808], [3.727, -4.983, -1.354], [0.672, -2.111, 3.968], [-3.143, 8.453, -2.699], [3.560, 1.942, 5.725], [-3.651, -0.800, -4.808], [1.066, -0.807, -5.685], [-2.117, 9.025, 0.450], [0.253, -4.978, 1.974], [-1.067, 4.621, 0.383], [2.096, 3.260, -0.137], [-1.741, 8.592, -3.719], [1.433, 5.797, -1.628], [-0.722, -1.846, -0.813], [0.072, 0.750, -7.042], [-1.631, 3.309, -0.732], [-2.457, 7.068, -3.510], [3.097, -5.037, -5.609], [1.332, 5.392, 0.063], [-2.341, 0.001, -9.558], [-4.889, 3.020, 6.975], [-4.520, 2.433, -0.797], [-0.803, -0.761, -4.739], [-1.058, 0.878, -5.014], [0.676, -1.760, -1.856], [-3.400, 0.713, 8.259], [2.601, -2.397, -1.670], [-3.207, -1.009, -8.358], [-4.771, 1.813, 3.455], [4.251, -2.548, -4.351], [1.635, -1.167, -7.267], [-2.187, 5.345, 7.655], [0.792, -1.838, 5.727], [-4.760, 1.607, 6.011], [-0.925, 8.591, -1.349], [-3.713, 0.679, -8.933], [-1.519, -9.186, 1.079], [0.673, -3.454, 5.129], [-0.807, 0.516, 4.373], [-3.384, 0.633, 1.991], [-0.053, -4.179, -0.450], [-2.294, 4.131, 8.840], [2.867, 5.390, -0.573], [-3.048, 0.624, -0.893], [3.332, -3.622, -6.648], [3.978, 3.091, -3.459], [-1.192, 3.638, 6.015], [-3.701, 7.494, -0.884], [-5.840, 2.543, 2.199], [-1.126, 5.019, -2.158], [-3.547, 0.807, -4.727], [-0.198, -10.028, 0.101], [-5.987, 0.774, 2.552], [5.157, 2.175, -1.567], [-2.596, 0.050, -3.484], [2.947, -2.645, 5.837], [-2.882, 1.427, 5.360], [2.410, -4.464, -2.425], [-3.534, 8.435, 1.380], [3.633, 0.349, -3.266], [3.865, -0.574, 6.268], [4.286, -2.141, -2.204], [0.642, -2.284, -6.525], [0.184, -7.779, -0.439], [3.940, -2.644, -0.634], [2.628, -3.127, -4.242], [0.949, 1.455, 2.651], [-5.564, 1.467, 7.573], [-6.015, 2.276, 0.052], [-0.050, -6.416, 3.796], [-3.520, 2.347, 8.742]]
}



# 2
{
  "formula": "C3H15O4S",
  "method": "ωB97M-V/def2-TZVPD",
  "energy_ha": -822.49954,
  "e_lumo_ev": 3.486,
  "homo_lumo_gap_ev": 7.06,
  "homo_energy_ev": -3.6,
  "charge": -1,
  "relative_energy_kcal_mol": 17.6,
  "symbols": ["S", "O", "O", "O", "O", "C", "C", "C", "H", "H", "H", "H", "H", "H", "H", "H", "H", "H", "H", "H", "H", "H", "H"],
  "coordinates": [[-0.433, 1.661, 0.030], [1.638, -2.893, -0.285], [-0.309, -1.255, 0.842], [-1.753, -0.264, 3.667], [-3.288, -2.431, 0.883], [2.373, 0.914, -2.815], [1.200, 1.922, -0.741], [1.232, 1.804, -2.271], [2.951, 1.478, -3.565], [-1.886, 0.680, 3.806], [2.063, 0.007, -3.357], [-1.413, -0.318, 2.767], [0.993, -2.290, 0.146], [1.251, 2.758, -2.811], [2.035, -2.313, -0.942], [3.048, 0.614, -2.027], [1.824, 1.123, -0.324], [0.273, -0.834, 1.500], [-3.539, -1.815, 1.581], [0.262, 1.402, -2.582], [1.619, 2.879, -0.426], [-2.349, -2.237, 0.762], [-0.512, -0.440, 0.282]]
}



# 3
{
  "formula": "C54H131N3O16",
  "method": "ωB97M-V/def2-TZVPD",
  "energy_ha": -3503.87812,
  "e_lumo_ev": 0.485,
  "homo_lumo_gap_ev": 8.82,
  "homo_energy_ev": -8.3,
  "charge": 0,
  "symbols": ["O", "O", "O", "O", "O", "O", "O", "O", "O", "O", "O", "O", "O", "O", "O", "O", "N", "N", "N", "C", "C", "C", "C", "C", "C", "C", "C", "C", "C", "C", "C", "C", "C", "C", "C", "C", "C", "C", "C", "C", "C", "C", "C", "C", "C", "C", "C", "C", "C", "C", "C", "C", "C", "C", "C", "C", "C", "C", "C", "C", "C", "C", "C", "C", "C", "C", "C", "C", "C", "C", "C", "C", "C", "H", "H", "H", "H", "H", "H", "H", "H", "H", "H", "H", "H", "H", "H", "H", "H", "H", "H", "H", "H", "H", "H", "H", "H", "H", "H", "H", "H", "H", "H", "H", "H", "H", "H", "H", "H", "H", "H", "H", "H", "H", "H", "H", "H", "H", "H", "H", "H", "H", "H", "H", "H", "H", "H", "H", "H", "H", "H", "H", "H", "H", "H", "H", "H", "H", "H", "H", "H", "H", "H", "H", "H", "H", "H", "H", "H", "H", "H", "H", "H", "H", "H", "H", "H", "H", "H", "H", "H", "H", "H", "H", "H", "H", "H", "H", "H", "H", "H", "H", "H", "H", "H", "H", "H", "H", "H", "H", "H", "H", "H", "H", "H", "H", "H", "H", "H", "H", "H", "H", "H", "H", "H", "H", "H", "H", "H", "H", "H", "H", "H", "H"],
  "coordinates": [[4.319, -0.571, 2.017], [0.168, -2.571, -6.877], [-3.163, 4.906, -2.875], [-5.111, 6.759, 0.053], [-1.007, -1.912, -0.672], [0.577, -4.169, -0.488], [-1.447, -3.462, -3.086], [-2.555, 4.883, -6.142], [1.013, -4.890, -3.025], [-2.727, 2.076, -6.057], [-0.384, 0.814, 5.257], [-4.765, 2.554, -4.334], [5.848, -4.007, 1.256], [3.550, -2.750, 0.332], [-3.759, -3.881, -1.150], [2.393, -0.246, 4.761], [5.740, -0.379, 2.024], [-1.145, -0.548, -1.257], [-0.632, 2.137, 5.748], [-6.161, -4.093, -0.752], [0.406, -4.473, -4.202], [-4.560, -6.079, -1.291], [4.548, -4.467, 1.683], [2.811, -2.557, 5.263], [-0.738, -4.610, 1.529], [5.053, 1.769, 0.774], [-0.341, 1.184, -5.837], [2.373, -1.847, -6.192], [-0.569, -6.279, -0.426], [-6.585, 1.557, -3.232], [-2.042, 4.523, -3.690], [-2.437, 1.523, -1.333], [-1.814, 0.955, -6.192], [1.738, -1.539, 4.966], [-2.394, 0.049, -0.844], [3.379, -4.105, 0.783], [-4.826, -4.766, -0.579], [0.028, 1.692, -1.178], [-1.147, 2.957, 3.578], [-0.163, 3.129, 4.771], [0.255, 4.715, 6.708], [0.799, -1.937, 3.872], [-1.092, 1.284, 7.976], [-0.419, 3.658, 7.573], [-6.453, 1.645, -5.763], [6.120, 0.014, 3.388], [1.351, 1.763, 7.399], [7.926, 1.480, 2.454], [0.071, 0.159, -0.770], [-0.436, 4.573, 5.387], [-1.082, -4.316, -4.187], [1.578, -2.831, -7.014], [7.618, 0.308, 3.373], [-4.576, 5.849, 1.024], [-0.653, -4.817, 0.055], [1.287, 2.908, 4.265], [-2.400, -0.147, -5.381], [5.917, -1.262, 4.182], [6.000, 0.500, 0.929], [-1.791, 5.338, -4.948], [-4.294, 4.450, 0.337], [0.368, 0.088, 0.717], [-3.530, -0.623, -1.679], [-0.173, 2.255, 7.160], [1.266, -0.506, -1.444], [5.812, -0.378, -0.316], [-3.315, 6.410, 1.580], [5.268, 1.098, 3.924], [7.445, 1.071, 1.022], [-1.280, 2.377, -0.724], [-5.694, 1.459, -4.495], [-2.895, 0.028, 0.611], [1.972, -2.841, -8.465], [-0.046, 3.753, 8.565], [-5.983, 1.243, -2.418], [1.356, 4.631, 6.735], [8.147, 0.283, 0.746], [-7.461, 0.918, -3.386], [-1.851, -0.985, -5.738], [-1.087, -2.436, -1.514], [0.330, -2.937, 4.065], [-2.371, 2.847, -6.503], [-1.376, 2.500, 0.357], [2.430, -4.046, 1.408], [-0.917, 1.339, 9.012], [-6.278, -3.655, -1.749], [5.229, 1.914, 3.222], [6.269, 0.141, -1.145], [1.680, 1.885, 8.410], [-0.452, 0.583, 1.301], [-1.903, 6.400, -4.703], [6.303, -1.358, -0.177], [2.061, 0.204, -1.368], [8.183, -0.633, 3.109], [-6.996, -4.865, -0.606], [-2.219, 0.671, 1.221], [-1.342, -3.900, -5.145], [0.934, -0.707, -2.462], [4.306, -4.043, 2.646], [-6.906, 2.600, -5.806], [-0.138, -1.369, 3.903], [-0.950, 1.942, 3.201], [2.187, -0.806, -6.567], [8.050, 0.576, 4.372], [4.894, 1.986, -0.315], [5.862, -3.051, 1.152], [0.209, -4.870, 1.935], [0.147, -6.769, 0.159], [-2.404, -3.493, -2.875], [-3.425, 4.580, -0.279], [-1.101, 3.729, 2.872], [0.037, 5.339, 4.739], [1.650, -1.948, -9.033], [1.205, -1.390, 5.940], [-0.813, 0.250, 7.735], [5.547, 2.725, 1.073], [2.037, 3.440, 4.795], [3.018, -2.805, -8.467], [3.544, -2.301, 5.992], [-5.319, 5.713, 1.796], [-3.431, -0.496, -2.784], [-3.385, 7.484, 1.992], [-7.238, 0.951, -6.081], [0.693, -5.130, -4.981], [0.268, 0.359, -6.229], [4.284, 0.742, 4.228], [-2.916, -0.972, 1.044], [0.568, 0.629, 5.163], [-4.497, -0.250, -1.455], [-0.800, 5.009, -5.267], [-5.651, 1.704, -6.561], [-3.825, 0.473, 0.746], [-4.804, -5.950, -2.361], [-2.529, 6.519, 0.830], [-0.109, 1.526, -4.811], [6.547, -2.058, 3.874], [8.961, 1.731, 2.481], [5.736, 1.554, 4.819], [-6.751, 2.590, -3.011], [-3.464, 1.911, -0.981], [4.585, -5.551, 1.841], [-5.178, 4.143, -0.159], [-1.473, 3.800, 7.602], [-2.113, 1.426, 7.725], [0.852, -3.495, -4.552], [-2.170, 2.833, 3.993], [1.232, 3.383, 3.289], [-0.255, -6.322, -1.452], [-1.552, -4.318, -0.517], [3.223, -4.814, -0.015], [1.960, 2.306, 6.740], [4.169, -1.421, 1.561], [1.342, 0.671, 7.166], [-3.515, -6.349, -1.211], [-4.515, 6.615, -0.682], [0.455, -3.227, -0.192], [-3.971, 4.575, -3.311], [-3.437, -3.351, -0.417], [-3.515, -1.733, -1.583], [1.289, -1.940, 2.924], [-1.258, 3.393, -1.160], [1.564, -1.413, -0.918], [4.899, -1.681, 4.127], [2.349, -3.429, 5.587], [2.140, -1.792, -5.121], [0.467, -0.922, 1.097], [6.054, -0.978, 5.236], [-3.504, -0.150, -5.520], [0.868, -4.186, -2.364], [-1.135, 4.682, -3.072], [-2.066, 3.451, -3.932], [-2.256, -0.005, -4.268], [0.084, 1.707, -2.234], [-4.136, 2.525, -5.061], [4.785, -0.488, -0.624], [-1.460, -5.367, 2.026], [-0.939, -3.530, 1.790], [1.554, -3.687, -8.952], [4.282, -2.690, -0.262], [3.544, -2.825, 4.430], [1.339, 0.512, 0.817], [3.424, -2.119, -6.300], [0.045, 2.045, -6.314], [-1.466, 4.689, 5.539], [-4.686, -4.864, 0.488], [-1.486, -6.868, -0.199], [0.022, -2.167, -6.011], [-5.194, 0.473, -4.525], [0.946, 2.096, -0.785], [1.833, -3.899, -6.640], [-2.833, 5.735, 2.296], [7.503, 1.835, 0.286], [2.729, -0.196, 3.824], [-2.385, 1.624, -2.365], [-3.283, 5.465, -6.363], [-1.867, 0.704, -7.246], [-6.428, -3.219, -0.127], [7.408, 2.352, 2.778], [-5.201, -6.855, -0.902], [-1.563, -5.270, -4.012], [1.546, 1.895, 4.109], [0.114, 5.682, 7.133], [4.011, 1.635, 1.199], [-4.160, 3.677, 1.069]]
}